No. 1
# C4H9NPS2

An isolated ion of composition C4H9NPS2 and charge +1 (the ωB97M-V functional and the def2-TZVPD basis, the OMol25 dataset).

- Gap between HOMO and LUMO: 8.8128 eV
- Charge: +1
- Spin multiplicity: 1
- HOMO: -12.9 eV

The geometry in XYZ format:
```
17
Properties=species:S:1:pos:R:3:lowdin_charge:R:1
C 1.6340 -0.9971 -0.2548 -0.15
C 2.1206 0.4067 0.0491 -0.54
S 0.9913 1.4945 0.9378 0.85
C -0.5159 1.4296 -0.0699 -0.64
P -1.7794 0.4824 0.7672 0.93
N -1.7107 -1.1283 0.4931 -0.14
C -2.2197 -1.6051 -0.5289 -0.86
S -2.7947 -2.3025 -1.7507 0.95
H 1.2777 -1.4873 0.6489 0.07
H 2.4565 -1.5783 -0.6638 0.09
H 0.8258 -0.9971 -0.9833 0.05
H 2.4740 0.9065 -0.8499 0.08
H 2.9714 0.3525 0.7276 0.08
H -0.9041 2.4454 -0.1536 0.06
H -0.3621 1.0088 -1.0603 0.07
H -3.0452 0.9389 0.3938 0.05
H -1.6735 0.6859 2.1324 0.04
```


No. 2
# C30H32ClN3PbSSi2

C30H32ClN3PbSSi2 as an isolated structure at a distorted geometry (the ωB97M-V functional and the def2-TZVPD basis, the OMol25 dataset).

- Gap between HOMO and LUMO (alpha / beta): 5.2969 / 5.2975 eV
- Energy relative to the best compared isomer or geometry (same formula, charge and spin): 0.0 kcal/mol
- Charge: +2
- Spin multiplicity: 1
- HOMO (alpha / beta): -13.0 / -13.0 eV

The geometry in XYZ format:
```
70
Properties=species:S:1:pos:R:3:lowdin_charge:R:1
C -2.1300 -0.5027 5.5007 -0.17
C -2.9868 -0.1859 4.4123 -0.26
C -2.5928 -1.0215 3.2945 -0.27
H -3.8710 0.4497 4.4623 0.10
C -1.5411 -1.8563 3.7389 -0.16
C -1.2657 -1.5486 5.0941 -0.17
H -0.6034 -2.1204 5.7539 0.11
H -2.1572 -0.0478 6.4937 0.11
H -3.0728 -1.0501 2.3137 0.09
H -1.0433 -2.6221 3.1448 0.09
Pb -1.1398 1.3531 3.1570 1.29
Si -1.0367 0.8504 -2.3259 0.83
C -0.6070 2.1304 -3.6639 -0.28
C 0.6580 1.9392 -4.2751 -0.13
H 1.1759 0.9708 -4.2120 0.11
C 1.3301 2.9619 -4.9648 -0.06
H 2.3973 2.8496 -5.2078 0.12
C 0.6373 4.1419 -5.2550 -0.07
H 1.1758 4.9968 -5.6819 0.12
C -0.7373 4.2118 -4.9557 -0.06
H -1.2928 5.1260 -5.2497 0.12
C -1.3780 3.1764 -4.2314 -0.07
H -2.4674 3.2190 -4.1306 0.11
C -0.5339 -0.6782 -3.4423 -0.26
C -1.0204 -0.7428 -4.7795 -0.08
H -1.8547 -0.1080 -5.0996 0.12
C -0.3831 -1.5242 -5.7567 -0.05
H -0.6973 -1.4867 -6.8018 0.12
C 0.6999 -2.3470 -5.4073 -0.05
H 1.2411 -2.9133 -6.1659 0.12
C 1.1107 -2.4047 -4.0777 -0.06
H 1.9085 -3.0786 -3.7545 0.12
C 0.5277 -1.5407 -3.1474 -0.15
H 1.0091 -1.5768 -2.1716 0.03
H -2.5076 0.8412 -2.0936 0.04
Si 2.1558 -0.5351 -0.2008 0.42
C 1.2090 -2.0980 0.2090 -0.31
C -0.1138 -2.2907 -0.2263 -0.15
H -0.5245 -1.7604 -1.0876 0.07
C -0.9823 -3.2590 0.2661 -0.06
H -2.0605 -3.2129 0.0506 0.13
C -0.4570 -4.3285 0.9880 -0.06
H -1.0909 -5.1420 1.3441 0.12
C 0.9271 -4.3441 1.1896 -0.06
H 1.3814 -5.2332 1.6285 0.12
C 1.7375 -3.2465 0.8430 -0.08
H 2.8109 -3.2543 1.0477 0.11
C 0.9283 0.7248 -0.8327 -0.28
C -0.5352 0.7454 -0.4581 -0.32
H -0.9730 -0.0931 0.0939 0.11
C -1.0465 1.9958 0.1131 -0.19
H -2.0367 1.9944 0.5990 0.09
C -0.3631 3.1622 -0.1106 -0.05
H -0.7548 4.1175 0.2553 0.14
C 0.8100 3.1695 -0.8643 0.01
H 1.2826 4.1271 -1.1019 0.15
C 1.3847 1.9847 -1.2985 -0.12
H 2.2628 2.0262 -1.9518 0.14
H 3.4260 -0.9208 -0.6765 -0.01
Cl 2.6866 0.6721 1.4522 0.39
N 0.8642 -0.0382 4.1195 -0.08
N 1.1398 -0.0616 5.5284 -0.04
C 0.8309 1.0522 6.2256 -0.81
N 1.2418 1.0215 7.5203 0.13
S -0.0230 2.3574 5.5292 0.59
H 1.5656 0.5560 3.6672 0.00
H 1.0114 -0.9768 3.7367 0.10
H 1.2076 -0.9674 5.9967 0.16
H 1.2181 1.8665 8.0732 0.12
H 1.9278 0.3278 7.8179 0.13
```


No. 3
# C8H12O

One molecule with the formula C8H12O at a distorted geometry (the ωB97M-V functional and the def2-TZVPD basis, the OMol25 dataset).

- Gap between HOMO and LUMO: 10.2338 eV
- Energy relative to the best compared isomer or geometry (same formula, charge and spin): 47.9 kcal/mol
- SMILES string: C=C(C)[C@@]12CCC[C@@H]1O2
- Spin multiplicity: 1
- HOMO: -9.3 eV

The geometry in XYZ format:
```
21
Properties=species:S:1:pos:R:3:lowdin_charge:R:1
C 1.9396 1.4710 0.2503 0.06
C 1.5506 0.2275 -0.1116 -0.25
C 2.4753 -0.9823 -0.1842 -0.05
C 0.0888 -0.2477 -0.1041 -0.43
C -0.8003 -0.6267 1.0510 -0.07
C -2.2510 -0.2251 0.6052 -0.18
C -2.1782 0.6292 -0.6052 -0.12
C -0.7376 0.3352 -1.1406 -0.20
O -0.2615 -0.9896 -1.2375 0.04
H 2.9828 1.8242 0.1911 0.07
H 1.2436 2.2157 0.5898 0.05
H 2.5400 -1.4969 0.8156 0.10
H 2.1133 -1.5795 -1.0283 0.08
H 3.5085 -0.7234 -0.3337 0.06
H -0.5021 -0.1792 2.0025 0.11
H -0.6746 -1.7572 1.1554 0.14
H -2.8538 0.1834 1.4212 0.11
H -2.7618 -1.1443 0.2928 0.11
H -2.8404 0.3809 -1.3958 0.10
H -2.2842 1.7093 -0.3948 0.12
H -0.2969 0.9755 -1.8390 0.13
```


No. 4
# CH5NO2S

A 2-piece molecular cluster, CH5NO2S overall at a distorted geometry (the ωB97M-V functional and the def2-TZVPD basis, the OMol25 dataset).

- Gap between HOMO and LUMO: 10.5153 eV
- Energy relative to the best compared isomer or geometry (same formula, charge and spin): 69.4 kcal/mol
- Spin multiplicity: 1
- HOMO: -9.7 eV

The geometry in XYZ format:
```
10
Properties=species:S:1:pos:R:3:lowdin_charge:R:1
C 1.3315 0.7583 1.4173 -0.08
N 0.3442 0.4914 0.7282 0.02
O -0.9487 -1.7194 -0.3914 -0.56
O -1.1770 0.4764 -1.3433 -0.37
S -0.6418 -1.0242 -1.6661 0.85
H -0.5548 0.6440 -0.6561 -0.09
H 1.4927 0.4806 2.4973 0.10
H 2.0377 1.4550 0.9698 0.07
H -0.1129 -0.3673 1.0105 0.05
H -1.7709 -1.1948 -2.5663 0.02
```


No. 5
# C5H10O2

One molecule with the formula C5H10O2 at a distorted geometry (the ωB97M-V functional and the def2-TZVPD basis, the OMol25 dataset).

- Gap between HOMO and LUMO: 10.7061 eV
- Energy relative to the best compared isomer or geometry (same formula, charge and spin): 41.8 kcal/mol
- SMILES string: C[C@@H](O)CCC=O
- Spin multiplicity: 1
- HOMO: -9.9 eV

The geometry in XYZ format:
```
17
Properties=species:S:1:pos:R:3:lowdin_charge:R:1
C 0.6888 1.6628 -0.1303 -0.04
C -0.5428 0.9611 0.4498 -0.43
O -1.5254 0.7547 -0.5573 -0.04
C -0.2405 -0.3691 1.1505 -0.14
C 0.0242 -1.5957 0.2594 -0.14
C 0.2043 -1.3388 -1.2079 -0.28
O 1.2999 -1.1120 -1.6868 0.03
H 1.3750 1.8988 0.6785 0.08
H 1.3145 1.0379 -0.8122 0.08
H 0.4287 2.6103 -0.6224 0.09
H -1.0620 1.5932 1.1892 0.14
H -1.0228 0.7654 -1.3807 0.08
H 0.5567 -0.3235 1.9059 0.12
H -1.1440 -0.5697 1.7192 0.11
H -0.7121 -2.3858 0.4724 0.12
H 0.9798 -2.0644 0.4821 0.11
H -0.6222 -1.5252 -1.9094 0.12
```


No. 6
# C38H106N8O11

A 11-piece molecular cluster, C38H106N8O11 overall at a distorted geometry (the ωB97M-V functional and the def2-TZVPD basis, the OMol25 dataset).

- Gap between HOMO and LUMO: 9.3866 eV
- Energy relative to the best compared isomer or geometry (same formula, charge and spin): 68.6 kcal/mol
- SMILES string: COC[C@H](C)N.COC[C@H](C)N.COC[C@H](C)N.COC[C@H](C)N.COC[C@H](C)N.COC[C@H](C)N.COC[C@H](C)N.COC[C@H](C)N.CCO.CCO.CCO
- Spin multiplicity: 1
- HOMO: -8.8 eV

The geometry in XYZ format:
```
163
Properties=species:S:1:pos:R:3:lowdin_charge:R:1
C -1.7971 -2.2953 -2.5072 -0.06
O -0.6288 -2.0268 -1.6993 -0.22
C 0.1044 -3.2272 -1.5804 -0.18
C 1.4654 -2.9157 -0.8398 -0.39
C 2.3673 -4.1159 -0.6890 -0.05
N 1.2867 -2.4540 0.5234 0.05
H -2.6005 -2.7821 -1.9542 0.09
H -1.5886 -2.8582 -3.4170 0.09
H -2.1710 -1.3404 -2.8766 0.07
H -0.4766 -3.9689 -1.0323 0.13
H 0.3190 -3.7273 -2.5249 0.12
H 1.9280 -2.0401 -1.2952 0.12
H 3.3786 -3.7866 -0.4506 0.08
H 2.3692 -4.6919 -1.6144 0.08
H 2.1193 -4.8203 0.1049 0.07
H 0.9722 -3.1971 1.1309 0.05
H 0.4932 -1.8291 0.5152 0.05
C -1.5814 3.6047 6.6374 -0.10
O -1.5906 2.1791 6.5923 -0.17
C -2.1762 1.6401 5.4236 -0.22
C -2.3706 0.1353 5.4571 -0.39
C -1.0170 -0.5944 5.4913 -0.06
N -3.0825 -0.3597 4.2677 0.05
H -0.8822 3.9266 7.4091 0.08
H -2.4938 4.1241 6.9305 0.09
H -1.1822 4.0241 5.7139 0.08
H -3.1515 2.1013 5.2682 0.12
H -1.6082 1.9845 4.5594 0.11
H -2.9389 -0.0658 6.3653 0.14
H -0.4039 -0.3890 4.6137 0.05
H -1.0592 -1.6828 5.5336 0.07
H -0.3857 -0.2727 6.3195 0.08
H -3.8039 -1.0486 4.4263 0.07
H -3.5885 0.4015 3.8380 0.05
C 4.0380 0.9950 -1.5061 -0.12
O 3.8752 0.4597 -2.7994 -0.18
C 4.5423 -0.8042 -2.8826 -0.20
C 4.2486 -1.5080 -4.2052 -0.40
C 2.8309 -2.0784 -4.2624 -0.05
N 5.1810 -2.6710 -4.3133 0.03
H 3.6990 0.3727 -0.6779 0.08
H 3.3810 1.8626 -1.4445 0.07
H 5.0243 1.3935 -1.2682 0.09
H 5.6126 -0.6208 -2.7880 0.12
H 4.3219 -1.4892 -2.0638 0.11
H 4.4297 -0.7878 -5.0030 0.14
H 2.5330 -2.2633 -5.2944 0.08
H 2.1472 -1.3092 -3.9032 0.05
H 2.7370 -2.9881 -3.6693 0.07
H 4.9392 -3.3056 -5.0609 0.07
H 6.1272 -2.3444 -4.4482 0.06
C 5.9755 1.0474 5.1165 -0.11
O 4.7814 0.7716 4.3916 -0.20
C 4.9399 -0.3939 3.5509 -0.18
C 3.7100 -0.7276 2.6503 -0.43
C 2.3279 -0.7228 3.3333 -0.05
N 3.9163 -1.9908 1.9808 0.04
H 6.8267 0.8456 4.4663 0.08
H 6.0434 0.4367 6.0168 0.09
H 6.1009 2.0964 5.3848 0.08
H 5.8277 -0.3249 2.9222 0.11
H 5.0824 -1.2262 4.2402 0.12
H 3.7738 0.0569 1.8963 0.11
H 2.1644 -1.6913 3.8058 0.07
H 1.6040 -0.5013 2.5491 0.05
H 2.2462 -0.0223 4.1644 0.07
H 3.1130 -2.2667 1.4342 0.01
H 4.6866 -1.9941 1.3277 0.07
C -4.4700 2.1001 -1.9513 -0.11
O -4.4700 0.8976 -1.2179 -0.20
C -5.3421 0.9852 -0.0793 -0.20
C -5.2046 -0.2340 0.8137 -0.41
C -5.7811 -1.4813 0.0865 -0.06
N -6.0560 -0.0869 2.0152 0.03
H -3.9915 1.8568 -2.9000 0.06
H -3.8301 2.8124 -1.4306 0.08
H -5.4787 2.4523 -2.1673 0.10
H -5.0204 1.8577 0.4894 0.11
H -6.3891 1.1009 -0.3595 0.13
H -4.1793 -0.4405 1.1205 0.12
H -6.7739 -1.4554 -0.3627 0.08
H -5.6673 -2.3613 0.7196 0.07
H -5.1344 -1.6253 -0.7790 0.06
H -5.8594 0.7668 2.5180 0.06
H -5.9164 -0.8273 2.6878 0.06
C -1.2256 -2.6665 2.5545 -0.11
O -0.7841 -3.9967 2.3582 -0.21
C 0.1893 -4.5414 3.2456 -0.20
C 0.5788 -5.9775 2.9269 -0.44
C -0.6250 -6.9320 3.0671 -0.05
N 1.7033 -6.4094 3.7741 0.04
H -0.4178 -2.0189 2.8955 0.06
H -1.9644 -2.7097 3.3547 0.07
H -1.7146 -2.2377 1.6799 0.09
H 1.0990 -3.9504 3.1392 0.10
H -0.1272 -4.4166 4.2812 0.13
H 0.9810 -6.0486 1.9163 0.12
H -0.2901 -7.8616 2.6067 0.07
H -1.4937 -6.5673 2.5191 0.07
H -0.8910 -7.0771 4.1141 0.08
H 2.5076 -5.8175 3.6227 0.07
H 2.0280 -7.2226 3.2708 0.07
C -4.2093 0.2121 -5.3421 -0.11
O -3.0283 -0.1132 -6.1018 -0.19
C -1.8363 0.4949 -5.5402 -0.18
C -0.6165 0.1547 -6.4703 -0.39
C -0.4082 -1.3768 -6.5193 -0.06
N 0.6278 0.7626 -5.9752 0.05
H -3.9836 0.3374 -4.2831 0.05
H -4.9584 -0.5755 -5.4237 0.08
H -4.8837 1.0363 -5.5743 0.08
H -2.0269 1.5680 -5.5521 0.12
H -1.6561 0.0625 -4.5560 0.09
H -0.8865 0.4569 -7.4822 0.13
H 0.2015 -1.7077 -7.3600 0.07
H -1.3491 -1.9159 -6.6295 0.07
H 0.0506 -1.7593 -5.6076 0.05
H 0.5796 0.5712 -4.9847 0.01
H 0.5488 1.7568 -5.8162 0.03
C -1.3683 1.5143 1.5740 -0.08
O -0.5500 1.8803 0.4773 -0.22
C -0.3469 0.8995 -0.5232 -0.15
C 0.2057 1.4558 -1.8590 -0.44
C -0.8371 2.2788 -2.5547 -0.04
N 0.5913 0.4587 -2.7539 0.09
H -1.2643 2.3785 2.2301 0.07
H -0.9477 0.6750 2.1279 0.08
H -2.4215 1.3447 1.3502 0.09
H 0.3299 0.1562 -0.1020 0.11
H -1.3007 0.3859 -0.6443 0.12
H 1.0589 2.1007 -1.6488 0.12
H -0.9503 3.1978 -1.9796 0.08
H -1.7785 1.7297 -2.5757 0.07
H -0.4391 2.5270 -3.5386 0.06
H 1.5542 0.2772 -2.5089 0.05
H 0.2277 -0.4259 -2.4293 0.05
C 1.8355 2.9636 2.8582 -0.06
C 2.1906 3.4579 1.4599 -0.33
O 1.1334 4.1101 0.8608 -0.09
H 1.4738 3.7942 3.4643 0.08
H 2.7713 2.5322 3.2136 0.06
H 1.1097 2.1514 2.8980 0.05
H 2.4025 2.6523 0.7569 0.09
H 3.0702 4.1015 1.4433 0.12
H 0.3464 3.5615 0.8246 0.04
C -2.2136 4.9305 0.2368 -0.11
C -2.7166 5.1521 1.5981 -0.30
O -4.0268 4.5664 1.6381 -0.11
H -1.2162 5.3659 0.1758 0.08
H -2.8349 5.2660 -0.5936 0.09
H -2.0472 3.8878 -0.0338 0.05
H -2.9474 6.2082 1.7375 0.12
H -2.1267 4.6547 2.3679 0.11
H -4.6178 5.1699 1.1819 0.08
C 2.3727 3.8999 -3.6259 -0.07
C 1.8997 4.7087 -4.8198 -0.34
O 0.7654 4.1349 -5.3889 -0.08
H 2.4959 2.8493 -3.8888 0.07
H 1.6020 3.9858 -2.8599 0.07
H 3.3040 4.3514 -3.2839 0.08
H 2.6918 4.8446 -5.5561 0.11
H 1.6014 5.7288 -4.5779 0.11
H 0.7501 4.3666 -6.3204 0.09
```


No. 7
# C4N2

One molecule with the formula C4N2 at a distorted geometry (the ωB97M-V functional and the def2-TZVPD basis, the OMol25 dataset).

- Gap between HOMO and LUMO: 9.6301 eV
- Energy relative to the best compared isomer or geometry (same formula, charge and spin): 25.2 kcal/mol
- SMILES string: N#CC#CC#N
- Spin multiplicity: 1
- HOMO: -11.5 eV

The geometry in XYZ format:
```
6
Properties=species:S:1:pos:R:3:lowdin_charge:R:1
N 2.5340 -0.3550 -0.6389 0.17
C 1.7656 -0.0426 0.1677 -0.25
C 0.6277 0.2640 0.9001 0.04
C -0.4963 0.1738 0.4474 0.02
C -1.6960 0.0315 -0.1884 -0.18
N -2.7351 -0.0717 -0.6879 0.21
```


No. 8
# C4H6N2O5S

One molecule with the formula C4H6N2O5S at a distorted geometry (the ωB97M-V functional and the def2-TZVPD basis, the OMol25 dataset).

- Gap between HOMO and LUMO: 9.6858 eV
- Energy relative to the best compared isomer or geometry (same formula, charge and spin): 17.3 kcal/mol
- SMILES string: NC[C@@H]1OS(=O)(=O)O[C@H]1N=C=O
- Spin multiplicity: 1
- HOMO: -10.4 eV

The geometry in XYZ format:
```
18
Properties=species:S:1:pos:R:3:lowdin_charge:R:1
N 2.6825 -0.2590 -0.7653 -0.02
C 1.2697 0.0557 -1.2202 -0.20
C 0.2362 0.1413 0.0218 -0.24
O 0.3069 -1.1886 0.6182 -0.23
S -1.2125 -1.8326 1.0400 0.82
O -1.3390 -1.7353 2.5335 -0.28
O -1.5022 -3.2188 0.5188 -0.28
O -2.1105 -0.8072 0.0539 -0.20
C -1.3278 0.4042 -0.2696 -0.25
N -1.9489 1.3938 0.7104 0.15
C -1.3443 2.5685 0.5528 -0.15
O -0.6977 3.6017 0.8785 0.10
H 2.7160 -1.2720 -0.5122 0.08
H 2.8380 0.2867 0.1016 0.07
H 1.3220 1.1150 -1.6933 0.13
H 0.9939 -0.7638 -1.9759 0.14
H 0.7833 0.8408 0.7497 0.16
H -1.6657 0.6697 -1.3427 0.18
```


no.,electronic energy (eV)
1,-36735.874
2,-80442.644
3,-10535.884
4,-17535.932
5,-9441.232
6,-75561.851
7,-7123.897
8,-28294.208